[1]
Below is C36H29F2N5O3P2Zr as an isolated structure, with properties calculated with ωB97M-V/def2-TZVPD.

```
78
Properties=species:S:1:pos:R:3:lowdin_charge:R:1
Zr 1.87 0.66 0.36 1.834
P -1.36 0.79 -0.06 0.830
P -0.18 -1.93 -0.45 0.844
F 3.86 0.87 1.11 -0.224
F 3.02 -1.18 1.30 -0.193
O -0.12 1.18 0.76 -0.451
O 0.99 -0.95 -0.45 -0.511
O 2.09 2.70 0.56 -0.205
N 2.59 0.87 -1.75 0.093
N 2.43 3.56 6.17 0.208
N 1.55 0.49 2.63 -0.072
N 4.36 5.05 -2.89 0.193
N 2.81 4.84 0.33 0.245
C -1.16 1.15 -1.80 -0.315
C -4.43 1.99 2.26 -0.050
C -1.52 -3.34 -2.42 -0.071
C 3.27 3.27 -1.40 -0.167
C -0.27 2.63 -3.48 -0.040
C -4.72 3.06 0.11 -0.042
C 2.72 3.60 -0.13 -0.429
C -5.17 2.80 1.40 -0.036
C -0.74 -3.92 1.44 -0.078
C -0.38 -5.04 2.17 -0.051
C 0.25 -2.53 -4.41 -0.045
C 2.14 2.62 5.56 -0.156
C 1.76 1.48 4.79 -0.167
C 1.49 -3.85 0.48 -0.066
C -1.70 -3.77 -3.72 -0.048
C 0.20 -3.32 0.60 -0.304
C -0.47 -2.47 -2.13 -0.299
C -2.83 1.64 0.50 -0.281
C 1.91 1.51 3.41 -0.041
C -0.34 2.23 -2.16 -0.085
C -3.26 1.40 1.81 -0.076
C -3.55 2.47 -0.35 -0.051
C -1.04 1.99 -4.44 -0.030
C -0.81 -3.37 -4.71 -0.038
C 3.01 1.95 -1.72 -0.145
C 0.90 -5.56 2.05 -0.036
C 0.43 -2.07 -3.12 -0.061
C 3.90 4.23 -2.23 -0.194
C 1.84 -4.97 1.21 -0.038
C 0.85 -0.71 4.57 0.001
C 1.23 0.34 5.38 0.042
C 3.93 -0.48 0.40 -0.085
C -1.90 0.96 -4.08 -0.041
C -1.63 -1.01 0.21 -0.246
C -1.97 0.54 -2.76 -0.078
C 1.02 -0.60 3.20 -0.094
H -2.66 -0.24 -2.48 0.116
H -1.75 -3.52 1.52 0.108
H 1.25 -1.41 -2.86 0.100
H -1.10 -5.51 2.83 0.119
H 4.90 -0.85 0.70 0.099
H 1.17 -6.45 2.62 0.122
H 0.36 3.46 -3.76 0.121
H 2.20 -3.38 -0.19 0.116
H 0.43 -1.62 4.99 0.126
H 2.33 2.38 2.92 0.123
H -5.29 3.71 -0.54 0.121
H 0.77 -1.42 2.54 0.105
H 2.83 -5.38 1.12 0.122
H -2.54 0.50 -4.82 0.122
H -2.51 -4.45 -3.96 0.119
H -2.19 -3.67 -1.64 0.115
H -2.67 0.78 2.47 0.107
H -1.69 -1.15 1.29 0.068
H -0.99 2.31 -5.47 0.123
H -2.57 -1.34 -0.24 0.090
H 0.16 2.79 -1.38 0.102
H -3.20 2.66 -1.35 0.110
H 0.94 -2.22 -5.19 0.120
H -4.78 1.80 3.27 0.118
H -0.95 -3.72 -5.73 0.121
H 3.28 5.55 -0.21 0.131
H 2.39 5.09 1.21 0.140
H -6.09 3.24 1.75 0.122
H 1.12 0.28 6.46 0.142
```

## Properties
- energy above the lowest of the compared OMol25 structures with the same formula, charge and spin (eV) = 0.392
- HOMO-LUMO gap (eV) = 8.25
- charge = +2
- spin multiplicity = 1
- strongest force on any atom (eV Å⁻¹) = 1.6

[2]
Below is C7H12O in the gas phase, with properties calculated with ωB97M-V/def2-TZVPD.

```
20
Properties=species:S:1:pos:R:3:lowdin_charge:R:1
O -1.17 0.06 0.24 -0.202
C 0.56 0.92 1.55 -0.131
C 0.44 1.82 0.32 -0.150
C -0.20 0.71 -0.53 -0.392
C -0.59 -1.23 0.25 -0.240
C -0.45 -1.46 -1.43 -0.067
C -0.46 0.05 -1.90 -0.094
C 0.64 -0.89 1.36 0.003
H 0.40 -2.20 -1.51 0.114
H 1.55 1.34 1.99 0.113
H 0.30 -1.32 2.31 0.077
H -1.32 -2.06 -1.61 0.076
H -1.62 -1.68 0.91 0.200
H 1.65 -1.10 0.94 0.088
H -0.21 2.87 0.33 0.166
H 1.27 2.19 -0.16 0.068
H 0.56 0.04 -0.44 0.044
H -0.26 1.31 2.22 0.108
H 0.37 0.41 -2.47 0.100
H -1.46 0.22 -2.37 0.118
```

## Properties
- energy above the lowest of the compared OMol25 structures with the same formula, charge and spin (eV) = 6.387
- SMILES string = C1C[C@@H]2CC[C@@H](C1)O2
- HOMO-LUMO gap (eV) = 10.30
- spin multiplicity = 1
- strongest force on any atom (eV Å⁻¹) = 5.1

[3]
Below is a 2-piece molecular cluster, C43H52N3O4 overall, with properties calculated with ωB97M-V/def2-TZVPD.

```
102
Properties=species:S:1:pos:R:3:lowdin_charge:R:1
O 4.05 -4.17 2.35 0.097
O 7.03 0.31 2.06 -0.070
O 8.63 -1.54 0.99 -0.079
O 7.60 -3.84 0.13 -0.064
N 0.93 -2.79 1.44 0.054
N 1.84 -4.76 2.04 -0.039
N -2.91 1.93 -1.77 -0.090
C 7.12 -5.14 -0.27 -0.042
C 6.24 1.42 2.53 -0.051
C -1.18 0.49 -2.91 -0.135
C -3.58 -0.94 0.76 -0.212
C -6.40 -1.29 0.74 -0.037
C 0.10 -1.76 1.14 0.025
C 0.02 -4.88 0.40 0.015
C 5.40 -2.78 -0.20 0.017
C 5.04 -0.76 1.07 0.015
C -5.55 -2.40 0.66 -0.055
C 7.28 -1.63 0.78 -0.153
C 2.89 -3.90 2.03 -0.366
C -4.46 0.17 0.83 -0.003
C -4.49 8.84 -1.46 -0.079
C 0.54 -4.20 1.67 -0.452
C -3.57 6.20 -0.94 -0.106
C -1.87 0.90 -1.62 -0.207
C -3.84 1.48 -2.90 -0.148
C -3.08 1.41 -4.22 -0.134
C 3.04 -2.05 0.27 -0.078
C -1.27 -1.87 0.95 -0.053
C 6.74 -2.79 0.17 -0.185
C -3.36 8.33 -2.14 -0.073
C -2.33 3.23 -2.35 -0.296
C 6.41 -0.64 1.30 -0.189
C -2.14 -0.78 0.77 0.021
C -1.55 1.53 -3.99 -0.273
C -4.02 4.02 0.05 -0.051
C -2.93 7.03 -1.90 -0.027
C -4.76 6.72 -0.30 -0.165
C -5.53 5.85 0.51 -0.036
C 2.02 -6.15 2.40 0.000
C 2.37 -2.54 1.57 -0.148
C -1.27 2.94 -3.40 -0.106
C -0.45 -4.37 2.83 0.017
C -3.17 4.85 -0.67 -0.160
C -5.19 4.52 0.66 -0.067
C 9.16 -2.03 2.25 -0.021
C -4.17 -2.23 0.64 -0.010
C -5.16 8.05 -0.56 -0.034
C -1.91 4.21 -1.24 -0.091
C 4.53 -1.86 0.38 -0.237
C -5.84 0.00 0.82 -0.044
H -4.64 2.23 -2.97 0.119
H 2.53 -1.80 2.38 0.177
H -1.72 0.22 0.86 0.124
H 0.59 -0.79 1.02 0.155
H -2.41 0.04 -1.21 0.079
H -0.10 0.43 -2.73 0.112
H -2.84 8.94 -2.87 0.103
H 5.00 -3.56 -0.86 0.120
H 6.96 2.07 3.03 0.095
H -1.24 4.97 -1.65 0.108
H -2.08 6.63 -2.46 0.102
H 1.63 -6.80 1.61 0.096
H -1.30 -3.69 2.75 0.077
H -4.04 1.17 0.89 0.100
H 3.09 -6.34 2.53 0.103
H 8.95 -3.10 2.36 0.089
H 2.83 -2.81 -0.50 0.131
H 10.23 -1.84 2.17 0.094
H -1.15 1.22 -0.87 0.110
H -1.52 -0.51 -3.19 0.117
H -3.18 3.71 -2.86 0.146
H 6.35 -5.51 0.42 0.096
H 5.76 1.95 1.70 0.096
H -1.38 3.67 -0.44 0.124
H -0.83 -5.40 2.82 0.100
H -3.31 0.46 -4.71 0.113
H 2.56 -1.10 -0.01 0.117
H -4.29 0.52 -2.61 0.115
H 0.06 -4.18 3.78 0.108
H 8.01 -5.78 -0.22 0.095
H 5.47 1.07 3.24 0.093
H -5.95 -3.41 0.61 0.115
H 6.74 -5.12 -1.30 0.091
H -3.77 2.96 0.08 0.069
H 4.35 0.01 1.44 0.113
H -1.66 -2.88 0.98 0.068
H 8.73 -1.45 3.08 0.087
H 1.50 -6.39 3.34 0.100
H -6.42 6.26 0.99 0.112
H -3.52 -3.10 0.53 0.107
H -1.38 3.70 -4.19 0.127
H -0.87 -4.38 0.00 0.076
H -3.41 2.22 -4.88 0.118
H -6.05 8.43 -0.03 0.115
H -5.81 3.84 1.25 0.095
H 0.80 -4.87 -0.38 0.104
H -7.48 -1.43 0.76 0.119
H -0.27 3.03 -2.97 0.122
H -0.24 -5.92 0.64 0.094
H -6.50 0.87 0.87 0.116
H -0.98 1.37 -4.90 0.137
H -4.82 9.86 -1.66 0.106
```

## Properties
- HOMO-LUMO gap (eV) = 4.82
- charge = +1
- spin multiplicity = 1
- strongest force on any atom (eV Å⁻¹) = 2.6

[4]
Below is a 3-piece molecular cluster, C3H9NO2S overall, with properties calculated with ωB97M-V/def2-TZVPD.

```
16
Properties=species:S:1:pos:R:3:mulliken_spin:R:1
S 2.37 -0.99 -0.33 -0.173
O -0.50 0.91 1.32 0.343
O 2.17 1.90 0.24 0.187
N -2.31 0.02 -1.80 0.147
C -0.88 0.74 0.09 0.063
C 1.29 -1.49 1.09 0.008
C -2.12 0.25 -0.40 0.447
H -0.20 1.04 -0.83 0.004
H 1.58 -0.82 1.96 -0.022
H 1.70 -2.48 1.41 0.052
H -2.31 -1.01 -1.89 0.023
H 0.29 -1.26 0.94 -0.041
H -2.01 0.53 -2.66 -0.008
H 2.52 0.98 -0.05 -0.033
H -3.11 0.05 0.06 0.014
H 1.51 1.63 0.85 -0.010
```

## Properties
- energy above the lowest of the compared OMol25 structures with the same formula, charge and spin (eV) = 5.903
- HOMO-LUMO gap (alpha / beta) (eV) = 3.45 / 4.11
- charge = +1
- spin multiplicity = 2
- expectation value of S² = 1.77
- strongest force on any atom (eV Å⁻¹) = 4.2

[5]
Below is C12H23N3 in the gas phase, with properties calculated with ωB97M-V/def2-TZVPD.

```
38
Properties=species:S:1:pos:R:3:lowdin_charge:R:1
N -2.11 0.55 -0.39 0.118
N -4.33 0.31 -0.30 0.045
N -0.54 3.57 0.30 -0.020
C 3.01 0.03 0.09 -0.203
C 2.09 -1.08 -0.44 -0.165
C 0.54 -3.12 -0.16 -0.168
C 2.55 1.35 -0.37 -0.269
C -3.75 -0.78 0.24 -0.115
C 1.74 -2.37 0.43 -0.176
C -2.41 -0.62 0.19 -0.341
C 1.30 1.83 0.22 -0.276
C -3.31 1.21 -0.39 -0.160
C -0.70 -2.20 -0.56 -0.188
C 0.88 3.24 -0.01 -0.304
C -1.32 -1.58 0.67 -0.138
H -4.34 -1.44 0.88 0.126
H -3.48 2.29 -0.47 0.118
H -0.54 -1.47 -1.28 0.078
H -1.07 3.07 -0.45 0.055
H 0.43 1.25 -0.17 0.089
H 0.91 -3.48 -1.10 0.093
H 1.04 3.52 -1.12 0.141
H 1.68 -1.97 1.42 0.095
H -1.44 -2.92 -1.00 0.124
H 2.51 -3.01 0.51 0.062
H -1.73 -2.12 1.49 0.114
H 3.99 -0.15 -0.38 0.111
H 2.36 1.23 -1.48 0.143
H -0.84 3.33 1.22 0.046
H 3.25 2.17 -0.26 0.116
H 1.14 -0.60 -0.53 0.056
H 2.24 -1.42 -1.38 0.079
H 3.16 0.07 1.18 0.121
H 1.25 1.61 1.31 0.131
H -5.25 0.63 0.01 0.156
H -0.58 -0.88 1.07 0.105
H 1.43 3.94 0.60 0.100
H 0.24 -3.97 0.43 0.103
```

## Properties
- energy above the lowest of the compared OMol25 structures with the same formula, charge and spin (eV) = 1.482
- SMILES string = NCCCCCCCCCc1c[nH]cn1
- HOMO-LUMO gap (eV) = 9.17
- spin multiplicity = 1
- strongest force on any atom (eV Å⁻¹) = 4.9

[6]
Below is C14H21HfN5OS as an isolated structure, with properties calculated with ωB97M-V/def2-TZVPD.

```
43
Properties=species:S:1:pos:R:3:lowdin_charge:R:1
Hf 0.06 -0.25 -0.22 1.817
S 2.42 0.37 0.09 0.769
O 0.22 -2.16 -0.24 -0.238
N 1.18 2.76 -0.02 0.045
N -1.99 0.40 -0.62 -0.088
N 0.04 2.02 -0.24 -0.089
N 3.46 2.78 0.33 0.231
N 0.78 -4.09 -1.32 0.157
C 1.45 -3.88 0.97 -0.039
C -3.01 -0.47 -0.83 -0.041
C -2.25 1.75 -0.70 -0.195
C -4.29 -0.05 -1.13 0.052
C -1.38 -4.99 -0.64 -0.142
C -3.50 2.22 -0.99 0.087
C 2.35 2.12 0.14 -0.667
C -1.30 4.11 -0.51 0.056
C 0.18 -4.68 1.48 -0.110
C 0.91 -3.35 -0.28 -0.339
C -1.09 2.64 -0.46 -0.166
C -0.60 -4.45 -1.85 -0.065
C -0.52 -5.62 0.48 -0.148
C -4.54 1.30 -1.21 0.098
H -1.19 -6.24 1.08 0.140
H -3.70 3.28 -1.06 0.149
H 1.12 3.77 0.01 0.172
H -0.42 -5.19 -2.63 0.147
H -1.99 -4.19 -0.21 0.106
H -2.07 4.39 0.22 0.142
H 4.34 2.29 0.45 0.161
H -5.07 -0.79 -1.29 0.155
H 0.55 -5.26 2.33 0.145
H -2.78 -1.53 -0.75 0.126
H 0.20 -6.34 0.07 0.138
H 1.78 -3.13 1.69 0.134
H 1.41 -4.88 -1.31 0.188
H -1.04 -3.58 -2.33 0.116
H -5.54 1.66 -1.45 0.162
H -1.66 4.39 -1.50 0.144
H -0.54 -3.96 1.89 0.122
H -0.42 4.73 -0.30 0.097
H -2.08 -5.74 -1.01 0.138
H 3.51 3.79 0.36 0.178
H 2.27 -4.58 0.76 0.158
```

## Properties
- energy above the lowest of the compared OMol25 structures with the same formula, charge and spin (eV) = 0.046
- HOMO-LUMO gap (eV) = 6.69
- charge = +4
- spin multiplicity = 1
- strongest force on any atom (eV Å⁻¹) = 0.5